DFT (wB97M-V/def2-TZVPD) results for the molecule C6H10N2 in a non-equilibrium geometry.

* HOMO energy: -8.9 eV
* energy above the lowest of the compared OMol25 structures with the same formula, charge and spin: 4.926 eV
* gap between HOMO and LUMO: 9.9 eV
* molecular weight: 110.160 g/mol
* charge: 0
* total energy: -343.9557 hartree
* LUMO energy: 1.03 eV

```
18
Properties=species:S:1:pos:R:3:forces:R:3
C -2.00623 -0.08340 0.79399 -1.00 -1.28 -0.06
C -1.16172 0.05464 -0.63965 -2.05 1.09 3.38
C -0.31194 -1.19878 -0.61816 -1.51 -1.07 1.31
N 0.87105 -1.09805 0.17242 1.30 -1.43 -1.59
C 1.14237 -0.00846 0.98024 -0.50 0.01 0.64
C 0.84891 1.08910 0.09343 1.58 3.42 -1.52
N -0.41550 1.32352 -0.63482 -0.01 1.14 1.95
C 1.73007 -0.05566 -0.40532 3.27 -0.47 1.08
H -2.49921 -1.13109 0.57816 0.81 1.84 1.27
H -2.91241 0.59607 0.95171 1.40 -0.41 -0.66
H -1.41783 -0.03466 1.82557 -0.90 -0.43 -2.49
H -1.98724 0.06710 -1.35942 0.56 -0.09 -0.29
H 0.02542 -1.61009 -1.53765 -0.10 -0.10 -1.06
H -0.92272 -1.97126 -0.08228 0.29 0.37 -0.96
H 1.66179 -0.19611 1.87912 0.38 0.50 0.92
H 1.44310 2.08321 0.28837 -1.36 -1.85 -0.33
H -0.95433 2.07835 -0.03798 1.14 -2.09 -1.67
H 2.92585 -0.24446 -0.49607 -3.30 0.86 0.08
```
Forces are in eV/Å.